# 1
C29H53NO5 | ωB97M-V/def2-TZVPD

The calculation puts the HOMO-LUMO gap at 0.39771 hartree. The calculation puts the energy above the lowest of the compared OMol25 structures with the same formula, charge and spin at 3.4 kcal/mol. The value obtained for the total energy is -42662.9408 eV. The calculation puts the lowest unoccupied orbital energy at 0.6747 eV.

XYZ file:
```
88
Properties=species:S:1:pos:R:3:forces:R:3:lowdin_charge:R:1
C 0.175 2.065 -3.121 -0.229 0.109 -0.120 -0.108
C -1.140 2.764 -2.794 0.287 -0.043 0.259 -0.271
C -1.257 3.067 -1.302 -0.379 0.049 -0.282 -0.228
C -2.608 3.680 -0.935 0.273 0.117 0.264 -0.212
C -2.806 3.822 0.576 -0.164 -0.241 -0.218 -0.208
C -3.039 2.477 1.261 0.137 0.368 0.216 -0.217
C -3.158 2.601 2.779 -0.173 -0.299 -0.119 -0.208
C -3.250 1.231 3.456 0.259 0.239 0.028 -0.204
C -1.899 0.515 3.499 -0.370 -0.221 0.001 -0.204
C -2.052 -0.982 3.761 0.344 0.108 0.022 -0.191
C -0.735 -1.759 3.682 -0.314 0.067 -0.427 -0.128
H -0.031 -1.375 4.421 0.093 -0.049 0.027 0.126
C -0.065 -1.676 2.306 0.639 0.097 0.608 -0.286
C 1.099 -2.660 2.178 -0.115 0.161 -0.491 -0.058
C 1.856 -2.460 0.874 -0.410 0.468 0.325 -0.232
H 1.196 -2.594 0.013 0.085 0.048 0.010 0.155
C 2.796 -1.239 0.764 -0.436 0.009 -0.238 -0.132
C 3.864 -2.316 0.636 0.266 0.549 0.065 -0.437
O 5.043 -2.359 0.493 -0.061 -0.294 -0.005 0.146
O 2.990 -3.347 0.755 0.286 -0.785 -0.020 0.094
C 2.554 -0.290 -0.408 0.071 0.215 0.199 -0.148
C 3.429 0.963 -0.370 0.115 -0.351 -0.233 -0.198
C 4.901 0.674 -0.647 -0.107 0.474 0.231 -0.214
C 5.744 1.946 -0.600 0.125 -0.247 -0.260 -0.229
H 5.686 2.383 0.400 -0.036 0.088 0.054 0.113
C 7.211 1.701 -0.956 -0.076 0.111 0.220 -0.271
C 7.940 0.845 0.072 -0.037 0.090 -0.235 -0.110
H 7.519 -0.156 0.118 -0.005 -0.141 0.075 0.064
H 8.993 0.758 -0.189 0.109 -0.063 0.051 0.067
H 7.870 1.295 1.060 0.013 0.013 0.146 0.073
H 7.716 2.667 -1.037 0.028 -0.020 -0.093 0.101
H 7.266 1.217 -1.934 0.021 0.053 -0.087 0.105
H 5.328 2.674 -1.302 -0.057 0.070 0.044 0.109
H 5.275 -0.039 0.085 0.041 -0.104 -0.056 0.090
H 4.997 0.216 -1.634 0.034 -0.122 -0.045 0.127
H 3.053 1.662 -1.122 -0.019 0.097 0.028 0.106
H 3.326 1.445 0.604 -0.048 0.086 0.055 0.118
H 1.505 0.016 -0.366 0.075 -0.108 -0.048 0.088
H 2.717 -0.821 -1.348 -0.060 -0.042 -0.074 0.133
H 2.887 -0.677 1.695 0.016 -0.040 0.075 0.163
H 1.781 -2.524 3.019 0.018 0.008 0.051 0.139
H 0.715 -3.682 2.210 -0.022 -0.044 0.093 0.137
H 0.296 -0.659 2.118 -0.091 -0.168 0.040 0.146
O -1.042 -1.987 1.298 -0.110 -0.402 0.137 0.054
C -1.265 -1.101 0.342 -0.378 0.284 -0.378 -0.433
O -0.664 -0.063 0.202 0.031 -0.004 0.003 0.084
C -2.363 -1.557 -0.606 0.149 -0.178 0.061 -0.203
N -2.882 -0.412 -1.315 0.568 -0.244 0.100 0.099
C -4.182 -0.074 -1.257 -0.027 0.588 -0.449 -0.361
O -5.042 -0.717 -0.708 -0.420 -0.274 0.293 0.026
H -4.393 0.863 -1.802 -0.020 -0.026 0.068 0.132
H -2.202 0.235 -1.688 -0.144 0.123 -0.010 0.124
H -3.186 -1.988 -0.030 0.129 0.072 -0.041 0.154
C -1.774 -2.611 -1.559 -0.371 0.134 -0.085 -0.115
H -0.925 -2.167 -2.087 0.103 0.001 0.018 0.128
C -2.784 -3.134 -2.587 0.160 -0.191 0.090 -0.426
C -2.077 -4.102 -3.533 -0.124 0.268 0.064 -0.079
H -1.708 -4.966 -2.984 0.064 -0.141 0.052 0.082
H -2.764 -4.452 -4.300 -0.042 -0.081 -0.099 0.076
H -1.234 -3.621 -4.024 0.124 0.002 -0.079 0.075
C -3.972 -3.817 -1.916 0.073 0.259 -0.126 -0.062
H -4.581 -3.102 -1.369 -0.107 0.014 0.116 0.060
H -3.631 -4.590 -1.230 0.039 -0.149 0.104 0.087
H -4.605 -4.283 -2.668 -0.095 -0.082 -0.049 0.080
H -3.156 -2.284 -3.171 0.041 -0.016 0.023 0.133
H -1.405 -3.445 -0.957 0.081 -0.063 -0.005 0.129
H -0.933 -2.808 3.908 0.094 -0.079 0.070 0.122
H -2.481 -1.133 4.753 -0.094 -0.046 -0.007 0.119
H -2.751 -1.401 3.035 -0.078 -0.023 0.054 0.112
H -1.271 0.963 4.274 0.092 0.060 -0.001 0.124
H -1.397 0.666 2.545 0.125 0.044 -0.052 0.085
H -3.967 0.618 2.905 -0.083 -0.062 0.016 0.114
H -3.630 1.346 4.473 -0.074 -0.078 0.024 0.112
H -4.049 3.184 3.019 0.022 0.105 0.025 0.112
H -2.293 3.141 3.172 0.028 0.098 0.042 0.115
H -2.212 1.811 1.019 0.004 -0.120 -0.060 0.081
H -3.953 2.025 0.868 -0.046 -0.072 -0.039 0.116
H -1.925 4.303 1.009 0.027 0.087 0.060 0.115
H -3.664 4.471 0.766 0.019 0.073 0.078 0.112
H -3.414 3.062 -1.339 -0.081 -0.004 -0.085 0.096
H -2.687 4.664 -1.403 -0.067 -0.016 -0.095 0.112
H -1.100 2.144 -0.742 0.073 -0.035 0.054 0.077
H -0.461 3.757 -1.014 0.089 0.004 0.068 0.121
H -1.977 2.131 -3.106 -0.093 0.032 -0.048 0.097
H -1.210 3.694 -3.364 -0.113 -0.006 -0.054 0.110
H 0.229 1.814 -4.178 0.100 -0.059 -0.089 0.070
H 1.016 2.710 -2.879 0.144 0.032 0.028 0.070
H 0.275 1.149 -2.541 0.064 -0.142 0.070 0.056
```
Positions in Å, forces in eV/Å.

***

# 2
C3H7NO | ωB97M-V/def2-TZVPD

The SMILES is C[C@@H]1ON1C. The calculation puts the HOMO-LUMO gap at 0.39244 hartree. The calculation puts the energy above the lowest of the compared OMol25 structures with the same formula, charge and spin at 77.7 kcal/mol. The value obtained for the total energy is -6759.3792 eV. The calculation puts the lowest unoccupied orbital energy at 1.0814 eV.

XYZ file:
```
12
Properties=species:S:1:pos:R:3:forces:R:3:lowdin_charge:R:1
C -0.372 1.498 0.410 -0.622 0.564 -0.147 -0.101
C -0.246 -1.247 -0.665 -0.531 -0.040 -0.261 -0.048
N 0.897 0.794 0.484 -0.335 -1.226 0.310 -0.043
C 0.890 -0.590 0.045 -0.516 0.754 0.553 -0.397
O 0.698 -0.366 1.426 1.029 0.113 -0.614 -0.045
H 1.861 -0.931 -0.312 0.136 0.041 0.438 0.136
H -1.170 1.038 1.007 0.315 -0.094 -0.180 0.089
H -0.719 1.579 -0.626 0.111 -0.049 0.023 0.084
H -0.234 2.516 0.788 0.097 -0.183 -0.046 0.077
H -0.076 -2.328 -0.704 0.038 0.142 -0.039 0.083
H -0.324 -0.874 -1.690 0.040 -0.110 0.001 0.084
H -1.206 -1.088 -0.165 0.238 0.090 -0.039 0.081
```
Positions in Å, forces in eV/Å.

***

# 3
C36H29ClN5O8PSSn | ωB97M-V/def2-TZVPD

The calculation puts the HOMO-LUMO gap at 0.20210 hartree. The charge is -2. The calculation puts the energy above the lowest of the compared OMol25 structures with the same formula, charge and spin at 9.0 kcal/mol. The value obtained for the total energy is -100112.9613 eV. The calculation puts the lowest unoccupied orbital energy at 3.2204 eV.

XYZ file:
```
82
Properties=species:S:1:pos:R:3:forces:R:3:lowdin_charge:R:1
Sn 0.458 -0.674 1.209 -0.094 -0.212 -0.055 1.431
C 2.886 0.209 5.343 -0.014 0.029 0.036 -0.047
C 2.392 -0.405 4.068 0.046 0.033 0.030 -0.294
N 1.157 -0.544 3.771 -0.247 -0.046 -0.117 -0.085
N 0.199 -0.092 4.621 0.175 0.038 -0.041 -0.032
C -0.974 -0.654 4.398 0.095 -0.041 -0.042 -0.947
N -2.001 -0.129 5.163 -0.024 -0.044 -0.012 0.026
S -1.333 -1.961 3.354 -0.054 -0.079 -0.014 0.460
C 3.359 -0.912 3.072 -0.025 0.063 -0.066 -0.223
C 4.730 -0.879 3.320 -0.013 0.007 0.001 -0.029
C 5.602 -1.357 2.357 0.034 -0.021 -0.002 -0.084
C 5.091 -1.866 1.177 0.013 -0.003 0.018 -0.060
C 3.712 -1.874 1.007 0.109 -0.068 -0.060 -0.107
N 2.876 -1.412 1.924 -0.105 0.207 0.142 0.055
H 2.035 0.586 5.904 0.010 -0.011 -0.012 0.055
H 3.574 1.030 5.133 0.008 0.025 0.003 0.076
H 3.417 -0.527 5.953 0.014 -0.006 0.017 0.076
H -1.856 0.836 5.420 0.017 -0.001 0.006 0.072
H -2.910 -0.341 4.784 -0.001 0.032 -0.017 0.052
H 5.106 -0.480 4.251 -0.011 0.008 -0.007 0.094
H 6.671 -1.335 2.532 0.002 0.007 -0.005 0.096
H 5.735 -2.255 0.401 -0.009 -0.007 -0.016 0.096
H 3.240 -2.282 0.122 -0.016 0.012 -0.007 0.100
Cl -5.656 4.629 -1.246 -0.009 0.012 -0.004 0.547
C -4.670 3.299 -0.647 -0.027 0.019 0.000 -0.697
C -5.241 2.019 -0.527 -0.029 0.006 -0.020 -0.140
C -4.495 0.971 -0.075 0.018 0.003 -0.017 -0.027
C -3.095 1.102 0.281 0.060 -0.007 -0.050 -0.400
O -2.415 0.109 0.615 -0.087 -0.018 0.001 -0.144
C -2.574 2.450 0.194 -0.058 -0.002 -0.016 -0.132
C -1.236 2.793 0.618 0.075 -0.015 0.086 -0.234
O -0.404 2.086 1.156 -0.070 0.081 -0.052 -0.052
C -3.369 3.503 -0.286 0.015 -0.034 0.004 -0.104
H -6.280 1.876 -0.801 -0.004 0.001 -0.002 0.090
H -4.931 -0.017 0.011 0.012 -0.040 0.007 0.100
H -0.982 3.865 0.439 -0.014 0.003 -0.009 0.114
H -2.933 4.494 -0.359 0.010 0.009 0.000 0.099
O 1.611 -4.745 -0.900 0.091 -0.030 -0.031 -0.028
C 0.872 -3.779 -0.698 -0.252 -0.118 -0.074 -0.743
O 1.151 -2.737 -0.028 0.145 0.333 0.103 -0.265
C -0.532 -3.808 -1.347 0.025 0.035 -0.051 -0.253
P -1.544 -2.378 -0.763 -0.024 -0.028 0.043 1.047
C -3.250 -3.056 -0.862 0.015 0.038 0.035 -0.363
C -3.840 -3.569 -2.016 0.023 -0.030 -0.034 -0.102
C -5.115 -4.112 -1.979 0.006 -0.009 -0.012 -0.107
C -5.819 -4.153 -0.781 -0.007 0.004 0.014 -0.117
C -5.243 -3.643 0.373 -0.035 0.011 -0.003 -0.095
C -3.968 -3.090 0.331 -0.010 0.052 -0.009 -0.093
C -1.470 -1.296 -2.237 0.111 0.043 0.026 -0.346
C -0.212 -1.030 -2.785 -0.008 -0.015 0.035 -0.095
C -0.068 -0.122 -3.821 -0.014 0.035 -0.026 -0.097
C -1.176 0.550 -4.323 0.019 -0.011 -0.007 -0.111
C -2.426 0.309 -3.771 -0.016 0.013 -0.023 -0.094
C -2.570 -0.605 -2.738 -0.041 0.027 0.040 -0.097
H -1.026 -4.751 -1.104 0.035 0.017 0.062 0.082
H -0.390 -3.787 -2.431 -0.035 -0.060 0.022 0.082
H -3.294 -3.538 -2.953 0.005 0.007 0.001 0.107
H -5.563 -4.506 -2.885 0.000 0.000 -0.004 0.090
H -6.816 -4.577 -0.751 0.000 -0.002 0.003 0.088
H -5.788 -3.663 1.309 -0.004 0.000 0.003 0.096
H -3.521 -2.661 1.222 0.014 0.006 0.022 0.073
H 0.665 -1.507 -2.364 0.025 0.017 -0.009 0.099
H 0.918 0.078 -4.223 0.006 -0.013 0.002 0.095
H -1.062 1.269 -5.125 0.000 0.006 0.004 0.088
H -3.294 0.846 -4.134 -0.001 0.001 0.005 0.096
H -3.548 -0.765 -2.304 -0.038 0.011 0.033 0.095
O 2.406 1.450 1.235 0.205 -0.214 0.092 -0.045
C 2.349 1.360 -0.001 -0.128 0.073 0.080 -0.679
O 1.702 0.515 -0.673 0.048 -0.202 0.026 -0.137
C 3.130 2.388 -0.809 0.021 0.020 -0.045 -0.093
C 4.060 3.206 -0.176 -0.003 0.025 -0.027 0.001
C 4.786 4.134 -0.900 -0.002 0.011 0.001 -0.003
C 4.552 4.237 -2.263 0.003 -0.004 -0.002 -0.166
C 3.624 3.441 -2.918 0.000 0.004 -0.003 0.003
C 2.917 2.509 -2.178 0.040 0.014 0.003 0.008
N 5.314 5.221 -3.038 -0.004 0.003 -0.009 -0.360
O 6.132 5.910 -2.450 -0.028 -0.016 -0.064 0.045
O 5.095 5.307 -4.235 0.043 0.023 0.061 0.049
H 4.189 3.095 0.892 -0.010 -0.012 0.009 0.117
H 5.518 4.777 -0.434 0.001 0.002 0.004 0.110
H 3.472 3.560 -3.980 -0.001 0.002 -0.009 0.112
H 2.189 1.856 -2.639 -0.017 -0.008 0.002 0.108
```
Positions in Å, forces in eV/Å.